ORCA calculation (ωB97M-V/def2-TZVPD) on C20H47ClLuO2P2 as an isolated structure in a non-equilibrium geometry.

As for the highest occupied orbital energy: -1.26 eV. As for the total charge: -1. The total energy comes out at -90319.41133 eV. The calculation puts the orbital gap at 4.12 eV.

Geometry (Å):
Lu  -0.02306  -0.04875  0.40751
P  -0.14603  -2.74024  -0.52497
C  0.85199  -3.47442  -1.90098
C  0.13215  -3.84998  0.91230
C  -1.88543  -3.05179  -1.05972
C  2.17391  -2.72116  -2.01545
H  0.22899  -3.25036  -2.79734
C  1.04220  -4.99358  -1.86615
H  1.76640  -5.31925  -1.11133
H  1.45512  -5.30157  -2.84098
H  0.11531  -5.56951  -1.71673
H  1.98610  -1.71879  -2.41701
H  2.82919  -3.28222  -2.70234
H  2.68204  -2.61697  -1.04459
H  -1.88659  -2.47656  -2.01561
C  -2.88341  -2.37589  -0.09839
C  -2.28252  -4.48741  -1.41688
H  -1.77974  -4.84703  -2.32210
H  -3.36080  -4.51862  -1.63741
H  -2.12728  -5.24785  -0.63226
H  -2.43678  -1.82719  0.74613
H  -3.54913  -3.12834  0.35749
H  -3.47177  -1.63773  -0.67566
C  1.59379  -3.72838  1.40610
H  -0.04631  -4.87951  0.54450
C  -0.83571  -3.55725  2.07114
H  2.30596  -4.14681  0.68555
H  1.69687  -4.30036  2.34455
H  1.87256  -2.67657  1.65069
H  -0.82494  -2.47953  2.33748
H  -0.48632  -4.07445  2.98243
H  -1.85892  -3.86763  1.84072
Cl  1.62028  0.22775  2.36458
H  1.28518  -0.19833  -0.74190
H  0.43169  -0.15753  -1.39055
P  0.55847  2.62486  -0.26187
C  -0.56077  3.46821  -1.47271
C  0.71942  3.76939  1.15847
C  2.21830  2.83749  -1.06179
C  -1.87689  2.68119  -1.52927
H  -0.01766  3.31021  -2.43171
C  -0.78783  4.97875  -1.36891
H  -1.39895  5.27723  -0.50658
H  -1.35344  5.29627  -2.26566
H  0.13981  5.57671  -1.35578
H  -1.69236  1.70472  -2.01670
H  -2.61118  3.27193  -2.10779
H  -2.28139  2.47797  -0.52642
H  1.98820  2.29467  -2.00164
C  3.35825  2.08499  -0.35612
C  2.63059  4.25992  -1.43751
H  2.00069  4.68045  -2.23263
H  3.66089  4.22490  -1.81878
H  2.64158  4.96869  -0.59713
H  2.99278  1.46621  0.47215
H  4.13106  2.76524  0.02854
H  3.81278  1.41633  -1.10232
C  -0.58009  3.82774  1.91801
H  0.97106  4.76755  0.75766
C  1.85055  3.35968  2.10286
H  -1.38897  4.19952  1.29652
H  -0.44294  4.54919  2.76343
H  -0.87614  2.90266  2.45015
H  1.82046  2.27643  2.37363
H  1.75290  3.85724  3.07635
H  2.85253  3.50174  1.70890
C  -2.88173  0.33431  3.27931
C  -2.99533  0.71872  1.81883
O  -4.08051  1.28288  1.52369
O  -1.96796  0.42610  0.96508
H  -3.79521  0.71197  3.76095
H  -1.98398  0.87306  3.68468
H  -2.71198  -0.70130  3.58927

Force components x, y, z for each atom (eV/Å):
Lu -0.6 -0.1 1.6
P -0.1 1.0 0.3
C -0.6 0.1 -0.2
C 0.2 -0.8 0.1
C 0.2 -0.1 -0.5
C 0.3 -0.2 -0.3
H 0.4 0.0 0.4
C 0.1 -0.4 -0.3
H -0.1 0.1 0.0
H -0.1 0.0 0.2
H 0.3 0.3 0.0
H 0.2 -0.2 0.2
H 0.0 0.3 0.1
H -0.2 0.0 -0.4
H -0.1 -0.3 0.6
C -0.4 0.2 0.0
C -0.5 -0.4 -0.1
H 0.0 0.1 0.2
H 0.2 0.0 0.0
H 0.1 0.4 0.0
H -0.1 -0.2 -0.6
H 0.1 0.3 -0.3
H 0.1 -0.4 0.5
C -0.1 0.1 0.4
H 0.1 0.2 0.4
C 0.4 0.2 0.2
H -0.1 0.2 0.1
H 0.0 0.1 -0.3
H -0.2 -0.6 -0.4
H -0.1 -0.4 -0.2
H -0.2 0.0 -0.3
H 0.2 0.1 0.1
Cl -0.4 -1.2 0.4
H 3.0 -0.3 -0.8
H -1.0 0.1 -1.7
P 0.8 0.1 0.0
C 0.3 0.0 -0.5
C 0.5 0.1 0.2
C -0.4 -0.4 -0.6
C -0.1 0.1 -0.3
H -0.3 0.0 0.4
C -0.1 0.4 -0.2
H 0.2 -0.2 -0.1
H 0.2 -0.1 0.3
H -0.3 -0.3 0.1
H -0.2 0.4 0.3
H 0.1 -0.4 0.2
H 0.0 0.1 -0.3
H 0.4 0.2 0.2
C 0.0 -0.4 -0.1
C 0.1 0.2 -0.3
H 0.1 -0.1 0.2
H -0.2 0.1 0.0
H -0.1 -0.3 -0.1
H 0.2 0.0 -0.3
H -0.2 0.0 -0.1
H 0.1 0.1 0.4
C -0.3 0.8 1.5
H -0.4 -0.2 0.1
C 0.1 -1.0 0.7
H -0.3 -0.2 0.1
H -0.2 -0.2 -0.6
H 0.2 0.1 -0.7
H -0.2 1.2 -0.4
H 0.1 0.4 -0.3
H 0.0 0.4 -0.1
C 1.1 0.9 0.9
C -1.0 0.0 -2.0
O 2.8 -1.0 -0.3
O -3.5 1.1 2.8
H 0.5 -0.2 0.0
H -0.7 -0.3 -0.2
H -0.1 -0.1 -0.7